(1)
6 unconnected molecules or ions with the total composition C16H33BO10P in a non-equilibrium geometry, computed with ωB97M-V with the def2-TZVPD basis set.

XYZ file:
```
61
Properties=species:S:1:pos:R:3:forces:R:3
O 1.5205 -2.5542 0.7567 -0.5 0.0 -0.2
C 1.6061 -1.9993 -0.3536 0.1 -1.0 1.4
O 2.4793 -1.2476 -0.7741 0.7 0.7 -1.0
P 0.2863 -2.2798 -1.6643 -0.4 0.6 -0.7
O -1.0661 -2.9601 -0.8909 0.6 0.1 -0.4
B -1.9425 -2.0658 -0.3565 -0.3 -0.6 0.5
O -3.0730 -2.5930 0.2878 0.1 0.2 0.0
O -1.7729 -0.7087 -0.3635 -0.2 0.3 0.2
H 0.8054 -3.4363 -2.3094 0.0 -0.2 0.4
H -3.7181 -2.8264 -0.3788 -0.2 -0.2 0.0
H -1.7296 -0.3457 -1.2515 0.3 0.1 -0.1
C 0.4521 -2.6506 3.7392 -0.2 -0.3 0.3
C 0.7372 -2.7597 5.2116 -0.1 0.0 -0.2
O 0.0932 -3.4836 5.9448 0.0 0.0 0.1
C 1.8739 -1.9246 5.7517 -0.3 -0.2 0.2
H -0.3830 -3.2971 3.4804 0.0 0.0 0.0
H 0.1952 -1.6228 3.4816 0.2 0.0 -0.1
H 1.3233 -2.9545 3.1579 0.0 0.3 -0.2
H 1.6731 -0.8662 5.5797 0.1 0.0 -0.1
H 2.8069 -2.2003 5.2618 0.0 0.2 -0.1
H 1.9744 -2.0952 6.8188 0.0 0.0 0.0
C 6.3448 -1.4722 8.7874 0.0 0.1 -0.2
C 4.9852 -1.9809 8.3657 0.0 0.0 0.0
O 4.3880 -1.4925 7.4397 0.1 0.1 0.0
C 4.4074 -3.1311 9.1569 -0.2 0.0 -0.1
H 6.6391 -0.6507 8.1386 0.0 0.0 0.0
H 6.3073 -1.1151 9.8180 0.1 -0.1 0.1
H 7.0842 -2.2705 8.7065 0.0 0.0 0.2
H 4.2890 -2.8433 10.2029 0.1 -0.1 0.0
H 5.0665 -3.9982 9.0912 0.1 0.0 0.1
H 3.4339 -3.3963 8.7506 0.0 0.0 0.0
C -5.2031 1.7485 -1.1516 0.0 -0.3 0.1
C -4.2014 1.3796 -2.2198 0.1 0.1 -0.1
O -3.6444 0.3079 -2.2157 -0.1 -0.2 -0.1
C -3.9091 2.3993 -3.2894 0.2 -0.2 0.1
H -5.3049 0.9222 -0.4511 0.0 0.0 0.0
H -4.8604 2.6315 -0.6104 -0.1 0.1 -0.1
H -6.1745 1.9540 -1.6055 0.0 0.2 0.0
H -3.5065 3.3083 -2.8388 -0.1 0.1 -0.1
H -4.8187 2.6365 -3.8452 0.0 0.1 0.1
H -3.1740 1.9893 -3.9748 0.0 0.1 0.0
C -2.4688 1.6202 -8.1059 -0.2 0.1 0.2
C -1.7103 1.1033 -6.9067 0.1 -0.1 0.0
O -2.0489 1.3766 -5.7809 -0.1 0.0 -0.2
C -0.5097 0.2298 -7.1739 0.0 0.0 0.3
H -3.3031 2.2315 -7.7693 0.0 0.0 0.0
H -1.8116 2.2288 -8.7289 0.0 -0.1 -0.1
H -2.8542 0.7846 -8.6922 0.1 0.0 -0.1
H 0.2297 0.7802 -7.7586 0.0 -0.1 -0.1
H -0.8129 -0.6642 -7.7209 0.1 0.1 -0.1
H -0.0629 -0.0697 -6.2285 0.0 0.0 0.0
C 0.1101 2.9468 -3.9341 -0.3 0.1 -0.1
C -0.2414 4.3170 -3.4156 0.0 -0.1 0.0
O -1.2914 4.8546 -3.6883 -0.1 0.1 0.0
C 0.7793 4.9953 -2.5329 -0.2 0.2 0.0
H -0.7020 2.5629 -4.5499 0.1 0.1 0.1
H 1.0203 3.0017 -4.5354 0.1 -0.1 0.2
H 0.2687 2.2631 -3.0977 0.2 0.0 0.0
H 1.7144 5.1286 -3.0787 0.1 -0.1 0.1
H 0.9624 4.3908 -1.6436 0.1 -0.1 -0.1
H 0.4045 5.9705 -2.2282 0.0 0.0 0.0
```
Forces are in eV/Å.

LUMO level ... 2.3 eV
Kohn-Sham gap ... 0.2308 Ha
Highest occupied orbital energy ... -4.01 eV
Relative energy (zero: lowest compared OMol25 entry of this formula, charge and spin) ... 0.0 kJ/mol
Charge ... -1
2S+1 ... 1

---

(2)
3 unconnected molecules or ions with the total composition C16H33BrF3N3O8PS in a non-equilibrium geometry, computed with ωB97M-V with the def2-TZVPD basis set.

XYZ file:
```
66
Properties=species:S:1:pos:R:3:forces:R:3
C 2.3331 4.4205 -0.1197 -1.0 0.3 1.5
C 1.6551 3.2878 0.9081 2.4 0.9 1.9
N 2.2302 3.2046 2.1480 -2.8 -0.2 -5.0
C 0.3719 2.4691 0.3299 0.3 0.9 -1.1
C 0.2057 0.9167 0.7785 -1.9 0.9 1.5
C -0.6572 0.9083 2.2126 -0.4 -0.8 0.4
C -2.2139 1.3878 2.0486 -0.4 0.9 1.3
C -3.2979 0.2491 2.6218 -0.7 1.7 -1.0
C -3.9187 -0.5860 1.3534 -0.1 -5.8 -0.1
O -3.7918 -1.9164 1.3265 -0.7 7.9 -0.1
O -4.6421 0.1015 0.2479 0.8 -1.8 3.4
C 1.5604 0.0634 1.0502 -0.8 0.5 2.7
N 1.9079 -0.9856 -0.0328 -1.1 -0.5 1.5
S 2.9499 -0.4166 -1.2926 13.3 -1.1 -1.7
O 3.7781 -1.5563 -2.0133 -5.2 3.5 2.7
O 4.1040 0.4424 -0.6300 -6.1 -2.4 -1.5
C 2.2442 0.6543 -2.6189 -1.8 4.1 -5.9
F 0.7879 0.8065 -2.6976 5.2 -0.6 0.6
F 2.7116 0.1157 -3.9513 -1.8 1.7 5.2
F 2.8643 2.0293 -2.5384 -2.4 -5.2 0.1
C 0.7292 -1.8370 -0.4195 -4.6 -0.3 0.9
Br 0.5930 -2.4543 -2.2979 0.7 0.5 1.2
P 0.7826 -3.4655 0.6402 0.5 -2.9 0.2
N -0.8048 -4.2562 0.3183 1.0 1.6 2.6
O 0.7725 -3.1360 2.3351 1.6 0.5 -1.4
C -0.7499 -1.1702 -0.0347 -0.5 0.0 -1.5
O -0.7390 0.2869 -0.2032 2.1 -1.3 1.5
H 1.4402 5.0048 -0.6388 2.1 -1.4 0.8
H 3.0983 3.9567 -0.8720 -1.7 0.8 1.4
H 2.8807 5.2213 0.5767 -1.1 -2.0 -1.6
H 1.6875 2.5019 2.6609 0.1 0.1 0.2
H 0.4358 2.5410 -0.8594 -0.1 -0.3 2.6
H -0.5897 3.1226 0.6038 2.0 -1.7 -0.4
H -0.1896 1.5658 3.0462 -0.5 -1.1 -1.6
H -0.7013 -0.1935 2.6710 0.3 2.2 -1.1
H -2.3657 2.3212 2.7781 0.4 -2.0 -1.7
H -2.5171 1.7691 0.9855 0.7 -1.0 2.0
H -2.8506 -0.4117 3.4805 -0.9 0.9 -2.2
H -4.1722 0.8844 3.1264 1.7 -1.5 -1.3
H -5.5164 -0.3843 0.1421 1.6 0.4 0.1
H 2.5054 0.6934 1.3836 -1.8 -1.2 -1.4
H 1.3300 -0.6139 2.0085 0.4 1.2 -2.2
H 2.5313 -1.6527 0.5238 0.1 0.6 -1.1
H -1.4190 -3.8539 1.0915 0.3 -0.6 -1.4
H -0.7542 -5.2815 0.5707 0.4 1.2 -0.5
H 1.7418 -3.2558 2.6317 -2.2 0.1 -0.5
H -1.1289 -1.5574 1.0017 0.9 1.1 -1.6
H -1.5175 -1.5958 -0.8435 1.8 1.0 1.9
C -4.0798 -8.0345 1.0650 -0.2 0.0 0.2
C -3.0106 -7.1389 0.4744 -0.3 -0.4 -0.1
O -1.7428 -7.7719 0.5653 0.4 -0.1 -0.1
H -3.8573 -8.2595 2.1132 0.0 0.1 -0.1
H -5.0629 -7.5590 1.0067 0.1 -0.1 0.0
H -4.1192 -8.9919 0.5353 -0.1 0.1 0.0
H -2.9596 -6.1923 1.0204 0.1 -0.1 0.0
H -3.2191 -6.9199 -0.5773 -0.2 0.2 0.0
H -1.7962 -8.6074 0.0702 0.1 0.4 0.3
C 3.0936 6.0105 -4.1145 0.0 -0.2 -0.2
C 2.0804 6.8863 -3.4070 0.4 0.1 -0.1
O 2.4715 7.0868 -2.0567 0.2 0.2 0.3
H 3.1829 5.0421 -3.6114 -0.1 0.1 -0.1
H 2.8043 5.8425 -5.1557 0.1 0.0 0.1
H 4.0861 6.4724 -4.0944 -0.1 0.0 -0.1
H 1.0951 6.4110 -3.4101 0.1 0.1 0.2
H 1.9948 7.8613 -3.8963 -0.1 -0.1 -0.2
H 3.3438 7.5170 -2.0650 -0.5 -0.2 0.0
```
Forces are in eV/Å.

LUMO level ... -5.2 eV
Kohn-Sham gap ... 0.2535 Ha
Highest occupied orbital energy ... -12.09 eV
Charge ... +1
2S+1 ... 1

---

(3)
A molecular structure, C16H33ClHfP2 in a non-equilibrium geometry, computed with ωB97M-V with the def2-TZVPD basis set.

XYZ file:
```
53
Properties=species:S:1:pos:R:3:forces:R:3
P 1.7683 0.4413 1.6652 3.4 1.8 -3.3
P 0.2936 -1.2367 -1.1597 0.8 -0.8 -3.0
C 2.5036 -0.8707 0.5970 0.5 -0.7 -0.5
C 2.0945 -0.9516 -0.9042 0.0 0.5 0.4
H 2.2503 -1.8584 1.0363 0.5 0.4 0.0
H 3.5978 -0.7008 0.6300 -0.4 -0.4 0.3
H 2.3561 -0.0533 -1.4842 0.1 -0.1 0.4
H 2.6068 -1.7951 -1.3991 0.0 0.3 0.4
C 0.2596 -3.0627 -1.0360 -0.2 -0.1 0.8
H -0.7685 -3.4192 -1.0797 0.1 -0.2 0.1
H 0.7167 -3.3435 -0.0895 -0.1 -0.4 0.1
H 0.8058 -3.4992 -1.8790 0.0 0.1 0.3
C 0.4027 -1.4076 -3.0717 -0.1 0.6 0.2
H 1.3442 -1.9333 -3.3006 -0.3 0.2 0.2
H 0.4055 -0.4707 -3.6380 0.0 -0.1 0.2
H -0.4252 -2.0122 -3.4744 0.2 0.2 0.5
C 3.0873 0.6623 3.0534 0.3 -0.1 -0.8
H 2.9084 1.5271 3.7328 0.0 -0.8 -0.6
H 3.9057 0.9027 2.3531 0.0 0.0 0.6
H 3.3767 -0.2625 3.5857 -0.2 0.5 -0.2
C 2.1251 1.9138 0.7291 0.1 1.0 -0.4
H 1.6232 1.9009 -0.2371 0.2 -0.1 0.2
H 3.2041 1.9796 0.5415 -0.2 -0.1 0.2
H 1.8077 2.8100 1.2663 0.0 0.0 0.0
Hf 0.5406 -0.5225 3.3744 -0.3 -0.5 4.4
C -2.8303 -0.5813 -2.4126 0.0 -0.4 0.2
C -2.3398 -1.0287 -1.2409 -1.3 -0.1 0.8
C -2.1801 -0.2510 0.0617 -0.5 1.3 -0.6
C -1.8822 1.2638 -0.0799 0.1 0.4 0.9
C -0.7331 1.6363 -0.9571 -0.3 0.6 0.5
C -0.6197 1.5435 -2.3021 0.0 0.4 -0.6
C -1.7191 1.6816 -3.3029 -1.0 -1.1 -0.1
C -2.9863 0.8334 -2.8825 -0.7 0.9 -0.4
C 0.2574 1.3438 4.4684 -0.2 0.1 0.1
H -3.2730 -1.3124 -3.1146 0.9 0.1 0.3
H -2.2638 -2.1076 -1.0589 -0.5 0.4 -0.3
H -1.3516 -0.6855 0.6710 0.9 -0.2 0.5
H -3.0242 -0.3191 0.7713 -0.1 -0.2 -0.8
H -2.8054 1.8279 -0.2953 0.2 -0.4 -0.2
H -1.5828 1.6297 0.9191 -0.4 -0.2 -0.2
H -0.0244 2.2725 -0.3999 0.2 -1.1 -0.6
H 0.3612 1.4302 -2.7519 0.3 0.9 0.2
H -1.4063 1.4630 -4.3522 0.0 0.1 0.9
H -2.0865 2.7388 -3.2782 0.5 -0.7 -0.1
H -3.4912 1.4607 -2.1309 -0.1 -0.5 -0.3
H -3.6461 0.7866 -3.7695 0.2 0.3 0.5
H -0.7666 1.7325 4.3982 0.0 -0.1 -0.1
H 0.9028 2.1790 4.1670 0.0 -0.1 0.0
H 0.4323 1.1858 5.5417 0.1 0.0 -0.1
Cl 1.7384 -2.0311 4.6500 0.0 -0.4 0.1
C -1.4024 -1.0955 2.9463 -2.9 -0.4 -0.9
H -2.1445 -0.3238 3.2480 0.2 -0.4 -0.2
H -1.9234 -2.0106 2.6751 0.0 0.0 0.0
```
Forces are in eV/Å.

LUMO level (spin up / spin down) ... -10.4 / -10.4 eV
Kohn-Sham gap (spin up / spin down) ... 0.1196 / 0.1195 Ha
Highest occupied orbital energy (spin up / spin down) ... -13.70 / -13.70 eV
Relative energy (zero: lowest compared OMol25 entry of this formula, charge and spin) ... 0.0 kJ/mol
Charge ... +2
2S+1 ... 1

---

(4)
A molecular structure, C16H33N4O6V in a non-equilibrium geometry, computed with ωB97M-V with the def2-TZVPD basis set.

XYZ file:
```
60
Properties=species:S:1:pos:R:3:forces:R:3
V -0.2423 2.5113 2.9840 1.2 -1.6 -3.7
C 1.5540 -0.7525 1.1808 -0.1 0.3 -0.4
C 0.8365 0.4989 1.5771 -0.6 1.3 0.8
O 1.4736 1.5361 1.9789 0.1 0.3 1.1
O -0.4217 0.6289 1.5771 -0.8 -0.2 0.8
H 2.2213 -1.0707 1.9817 -0.1 0.1 0.0
H 2.1788 -0.4895 0.3272 0.1 -0.2 0.1
H 0.8753 -1.5560 0.8944 0.0 0.2 0.1
C -3.0408 -3.3818 3.8589 -0.5 1.1 0.0
O -3.8820 -2.5620 4.2474 1.4 -1.2 -0.8
N -2.2467 -3.2218 2.7426 0.8 -1.1 -0.2
C -2.5302 -2.1545 1.8149 -0.4 0.8 0.6
C -1.3691 -4.2824 2.1076 -0.8 0.7 1.1
H -2.8350 -4.3032 4.4254 0.1 0.0 -0.2
H -3.3312 -2.4901 1.1561 0.0 0.4 -0.4
H -1.6687 -1.7461 1.2866 0.3 -1.0 -0.2
H -2.8168 -1.2471 2.3464 -0.7 -0.3 0.3
H -1.8434 -4.6832 1.2117 0.1 0.3 -0.2
H -0.4124 -3.8016 1.9035 -0.1 -0.2 -0.3
H -1.1736 -5.1535 2.7330 -0.2 0.3 0.4
C -0.6161 3.3358 0.0109 -1.3 0.6 -5.2
O -0.6634 3.5896 1.1807 0.5 0.2 5.0
N -1.0633 4.2321 -0.9091 1.7 -2.2 1.0
C -1.4932 3.7846 -2.2044 -1.1 0.2 -0.5
C -1.4923 5.5266 -0.5202 -0.5 1.1 0.2
H -0.3270 2.3924 -0.4775 0.1 0.0 0.7
H -1.3512 2.7272 -2.4280 0.5 0.1 0.3
H -1.1264 4.4225 -3.0085 0.2 -0.1 0.1
H -2.5754 3.9019 -2.1475 -0.3 0.0 -0.6
H -2.5712 5.5242 -0.3649 -0.1 0.0 0.4
H -0.9481 5.8461 0.3686 -0.3 0.1 -0.1
H -1.3531 6.2446 -1.3284 0.4 -0.1 0.0
C -3.0563 -0.0135 -3.4097 -1.6 0.5 -1.3
O -3.9588 -0.1148 -4.2175 0.6 0.4 -0.7
N -3.1028 -0.6368 -2.2534 0.0 -1.6 3.7
C -2.2494 -0.0215 -1.1521 -1.3 -0.3 -1.3
C -4.3492 -1.4089 -1.8493 0.9 -0.1 -0.5
H -2.1858 0.6533 -3.5082 0.2 0.0 -0.4
H -1.3048 0.2410 -1.6286 0.0 0.2 0.2
H -2.0389 -0.6012 -0.2533 -0.3 -0.4 -0.6
H -2.8194 0.8544 -0.8423 0.4 0.4 0.3
H -4.0338 -2.3251 -1.3502 0.1 0.4 0.6
H -5.0664 -0.8075 -1.2907 0.4 0.1 0.4
H -4.9487 -1.8132 -2.6648 0.6 0.6 -0.6
C 4.7947 -0.0631 1.1179 0.5 1.2 -1.0
C 6.1139 0.6956 1.2265 1.6 -0.9 0.1
O 6.4405 1.4390 2.1161 -0.7 0.1 0.0
C 7.1062 0.3011 0.1214 -0.6 -0.1 0.9
H 4.8116 -0.4739 0.1085 -0.4 -0.5 0.3
H 4.0896 0.7642 1.0369 -0.7 -0.3 0.8
H 4.6434 -0.8415 1.8658 -0.2 0.4 0.1
H 7.5071 1.1733 -0.3950 -0.3 -0.2 -0.4
H 6.5413 -0.4544 -0.4246 1.0 0.3 -0.9
H 7.9545 -0.1700 0.6180 0.0 -0.1 0.0
C 2.0879 -1.3294 -2.5051 -1.1 0.2 0.2
C 2.6696 -2.4586 -1.7639 1.3 -1.9 1.3
N 3.0913 -3.3793 -1.1646 -1.2 2.7 -1.7
H 1.1821 -1.6856 -2.9959 0.3 -0.3 -0.6
H 2.7049 -0.7496 -3.1915 0.3 -0.7 0.0
H 1.6308 -0.5815 -1.8571 0.4 0.0 0.6
```
Forces are in eV/Å.

LUMO level (spin up / spin down) ... -5.2 / -5.3 eV
Kohn-Sham gap (spin up / spin down) ... 0.2268 / 0.2256 Ha
Highest occupied orbital energy (spin up / spin down) ... -11.42 / -11.42 eV
Relative energy (zero: lowest compared OMol25 entry of this formula, charge and spin) ... 461.1 kJ/mol
Charge ... +1
2S+1 ... 4

---

2S+1 of number 4 (C16H33N4O6V)? 4